(P)
Entry from OMol25: one molecule with the formula C3H7N3O2 (ωB97M-V with the def2-TZVPD basis set).

```
! wB97M-V def2-TZVPD RIJCOSX def2/J DEFGRID3
* xyz 0 1
H -0.8245 -0.7439 -2.6690
N 0.0459 -0.9877 -2.0480
C -0.2793 -0.9208 -0.7773
C 0.9978 -0.5036 0.1467
O 1.4557 0.7594 -0.5916
C 0.9466 1.7348 0.1594
O 0.2390 1.5503 1.2676
N -1.5215 -0.9157 0.0255
N -1.7134 -0.7178 1.4472
H 0.8874 -0.5505 1.3448
H 1.8543 -1.2009 0.0595
H 1.4344 2.7096 -0.2740
H -2.3659 -0.7818 -0.4135
H -1.0110 -1.5176 1.7820
H -1.2007 0.0935 1.6172
*
```

**SMILES**: [H]/N=C(/COC=O)NN
**HOMO energy**: -0.3414 hartree

(Q)
Entry from OMol25: one molecule with the formula C3H7N3O2 (ωB97M-V with the def2-TZVPD basis set).

```
! wB97M-V def2-TZVPD RIJCOSX def2/J DEFGRID3
* xyz 0 1
H 0.5946 -2.5523 1.1338
N -0.1023 -1.8423 0.9232
C 0.3893 -0.8195 0.3788
N 1.9435 -0.8419 0.0964
N -0.1307 0.1969 -0.3274
C 0.4231 1.5437 -0.2976
C -1.7395 0.2161 -0.2685
O -2.4075 1.2158 -0.0948
O -2.3310 -0.9595 -0.5299
H 2.5466 -0.9672 0.9050
H 2.3888 -0.0887 -0.4163
H -0.3409 2.2762 -0.5691
H 0.8158 1.7949 0.6908
H 1.2357 1.5926 -1.0256
H -3.2855 -0.7647 -0.5989
*
```

**SMILES**: [H]/N=C(\N)N(C)C(=O)O
**HOMO energy**: -0.3443 hartree

(R)
Entry from OMol25: a 2-piece molecular cluster, C3H7N3O2 overall (ωB97M-V with the def2-TZVPD basis set).

```
! wB97M-V def2-TZVPD RIJCOSX def2/J DEFGRID3
* xyz 0 1
H -2.1017 -0.3238 -1.3191
N -2.2363 -0.0747 -0.3400
C -1.1604 0.1291 0.2965
C 0.0655 0.8435 -0.2223
O 1.0691 1.0762 0.4089
O -0.0692 1.1274 -1.5256
N 1.0757 1.6989 -2.1554
H -1.1896 0.2056 1.4126
H 1.7651 1.8501 -1.4108
H 0.7694 2.6064 -2.5056
C 0.3734 -1.7443 1.8714
N 0.0230 -1.6615 0.6504
H 1.2386 -2.3175 2.2279
H -0.3005 -1.3981 2.6512
H 0.6779 -2.0172 -0.0401
*
```

**SMILES**: [H]/N=C\C(=O)ON.C=N
**HOMO energy**: -0.3340 hartree

Which structure is the least stable? The one labeled (P).

(P)
Entry from OMol25: a 2-piece molecular cluster, C4H8BrNO overall (ωB97M-V with the def2-TZVPD basis set).

```
! wB97M-V def2-TZVPD RIJCOSX def2/J DEFGRID3
* xyz 0 1
C 0.7127 1.4582 -1.4125
C -0.1874 -1.1992 1.3706
C 0.7770 0.3643 -0.2633
C -0.4291 -0.0648 0.4657
N -1.9467 -0.9850 -0.6341
O -2.1435 -2.0536 -0.2057
Br -1.5758 1.3347 1.0554
H 1.6307 1.2896 -1.9440
H -0.2551 1.3994 -1.9743
H 0.7704 2.5053 -0.9114
H 0.7816 -0.9527 1.8532
H -1.0031 -1.3650 2.0327
H 0.0947 -2.0455 0.6138
H 1.3228 0.8632 0.5692
H 1.4507 -0.5491 -0.6153
*
```

**HOMO energy (alpha / beta)**: -0.2882 / -0.2882 hartree

(Q)
Entry from OMol25: C4H8BrNO as an isolated structure (ωB97M-V with the def2-TZVPD basis set).

```
! wB97M-V def2-TZVPD RIJCOSX def2/J DEFGRID3
* xyz 0 1
C 0.9429 -1.4438 0.4252
C -0.3318 -1.2501 -0.5699
C 0.4288 0.9036 -0.7059
C -0.4405 1.6726 0.1588
N 1.4947 -0.1284 0.5487
O -0.0527 -0.1820 -1.4008
Br 3.3342 0.1028 -0.0059
H 0.4962 -1.7206 1.3083
H 1.5484 -2.3081 0.1055
H -0.4062 -2.2098 -1.2015
H -1.1618 -1.0718 -0.0039
H 1.0587 1.6099 -1.2709
H 0.3096 2.0386 0.8695
H -1.0997 0.9339 0.6221
H -0.9948 2.5380 -0.3882
*
```

**HOMO energy**: -0.3162 hartree

Which structure is the least stable? The one labeled (P).

(P)
Entry from OMol25: a 9-piece molecular cluster, C21H60O9 overall (ωB97M-V with the def2-TZVPD basis set).

```
! wB97M-V def2-TZVPD RIJCOSX def2/J DEFGRID3
* xyz 0 1
C -3.7088 -5.2303 -1.1965
C -2.3163 -4.8242 -0.7741
C -1.8445 -3.4834 -1.2641
O -2.2503 -4.9248 0.6747
H -3.7109 -5.3103 -2.2859
H -4.4240 -4.4200 -1.0009
H -4.1377 -6.0829 -0.6805
H -1.6482 -5.6301 -1.1051
H -2.5437 -2.7397 -0.8557
H -1.7678 -3.3429 -2.3385
H -0.9208 -3.1594 -0.7775
H -1.3138 -4.9418 0.8993
C -2.4972 4.2294 -0.2183
C -3.2699 3.1740 0.5788
C -4.3867 3.8400 1.3444
O -3.8056 2.2525 -0.3736
H -1.7558 3.7188 -0.8403
H -1.9701 4.8697 0.4925
H -3.1372 4.7736 -0.9098
H -2.5869 2.6421 1.2512
H -5.0858 3.1186 1.7720
H -4.9838 4.5056 0.7144
H -4.0100 4.5027 2.1309
H -3.8828 1.3896 0.0705
C 0.0172 -1.7955 4.1838
C -0.6022 -3.0869 4.7815
C 0.2124 -3.5718 5.9799
O -1.9222 -2.7486 5.2332
H -0.7310 -1.1922 3.6780
H 0.7542 -2.1085 3.4260
H 0.6597 -1.2387 4.8644
H -0.6712 -3.8759 4.0268
H 1.0888 -4.1041 5.6183
H -0.4414 -4.1458 6.6355
H 0.5322 -2.7051 6.5594
H -2.5017 -2.7097 4.4688
C -1.8512 2.4087 -3.7652
C -1.6492 2.4191 -5.2873
C -2.1538 1.1071 -5.8833
O -2.4391 3.4473 -5.8656
H -1.6460 1.4081 -3.3719
H -2.8909 2.5655 -3.4627
H -1.2250 3.1230 -3.2318
H -0.5808 2.5869 -5.4278
H -1.8742 0.9912 -6.9312
H -3.2280 1.0438 -5.7289
H -1.6698 0.2408 -5.4152
H -3.2402 3.6517 -5.3851
C 6.0249 -1.8840 4.7211
C 5.2455 -1.6122 3.4391
C 3.7638 -1.4622 3.6502
O 5.8092 -0.5089 2.7324
H 5.8184 -1.1310 5.4897
H 7.1034 -1.8142 4.5923
H 5.7009 -2.8454 5.1230
H 5.3285 -2.4557 2.7462
H 3.3202 -1.0726 2.7240
H 3.4705 -0.7353 4.4110
H 3.2907 -2.4438 3.7098
H 5.3435 0.3110 2.9180
C 1.3286 -1.2644 0.2371
C 0.3734 -0.1111 0.5411
C 0.2733 0.9045 -0.5706
O -0.9268 -0.6316 0.8476
H 0.9305 -1.8649 -0.5856
H 1.4119 -2.0076 1.0390
H 2.3539 -0.9215 0.1156
H 0.7667 0.3616 1.4451
H 1.1956 1.1456 -1.1056
H 0.0490 1.9102 -0.1925
H -0.5235 0.7046 -1.2867
H -0.9266 -1.5911 0.7951
C 1.7029 4.4015 -3.0895
C 3.0643 4.6743 -3.7183
C 3.4919 3.6221 -4.7076
O 3.1301 5.9233 -4.3989
H 1.2221 5.3291 -2.7688
H 1.7753 3.6944 -2.2638
H 0.9839 4.0000 -3.8105
H 3.8345 4.6546 -2.9324
H 4.5057 3.8271 -5.0636
H 2.8854 3.6523 -5.6167
H 3.5328 2.6145 -4.2929
H 2.9462 6.6157 -3.7542
O -3.5062 0.0169 1.4209
H -3.5889 -0.7362 2.0105
H -2.5522 0.0361 1.1567
O 3.4258 -3.6999 0.0263
H 2.9763 -4.5404 0.1689
H 3.6566 -3.7027 -0.9098
*
```

**SMILES**: CC(C)O.CC(C)O.CC(C)O.CC(C)O.CC(C)O.CC(C)O.CC(C)O.O.O
**HOMO energy**: -0.3583 hartree

(Q)
Entry from OMol25: a 9-piece molecular cluster, C21H60O9 overall (ωB97M-V with the def2-TZVPD basis set).

```
! wB97M-V def2-TZVPD RIJCOSX def2/J DEFGRID3
* xyz 0 1
C 5.2866 33.2889 -12.0232
C 5.6530 31.9177 -11.5082
C 5.7129 30.7419 -12.5185
O 6.9488 32.0243 -10.9487
H 4.2594 33.2774 -12.3878
H 5.9798 33.5524 -12.8221
H 5.4215 34.0742 -11.2795
H 4.8949 31.6880 -10.7595
H 6.4735 30.9115 -13.2806
H 4.8679 30.6366 -13.1989
H 5.9676 29.8365 -11.9675
H 7.0446 31.3739 -10.2492
C 1.8491 27.1743 -9.3000
C 2.4356 27.4926 -10.7193
C 3.5146 28.5195 -10.6187
O 2.9558 26.2828 -11.2412
H 2.5273 26.7008 -8.5903
H 0.9965 26.5111 -9.4457
H 1.4123 28.0294 -8.7841
H 1.7100 27.9096 -11.4176
H 3.1258 29.4852 -10.2959
H 3.9602 28.7463 -11.5873
H 4.2694 28.2126 -9.8946
H 3.1977 25.8098 -10.4416
C 6.5156 36.9689 -6.7017
C 5.7504 35.6740 -7.1538
C 6.3772 35.1446 -8.4819
O 5.8868 34.6648 -6.2128
H 7.5428 36.7720 -6.3948
H 5.9932 37.4233 -5.8598
H 6.5743 37.7380 -7.4718
H 4.6759 35.8230 -7.2601
H 5.9908 34.1756 -8.7981
H 7.4357 34.9550 -8.3041
H 6.2914 35.8941 -9.2686
H 5.9700 35.0162 -5.3233
C 2.5423 29.7402 -5.1067
C 1.3239 30.6831 -5.2138
C 1.6184 32.0695 -4.5636
O 1.0463 30.8130 -6.5755
H 3.4551 30.3350 -5.0722
H 2.5332 28.9814 -5.8891
H 2.6896 29.2277 -4.1561
H 0.5046 30.2194 -4.6646
H 2.0507 31.8689 -3.5832
H 0.7200 32.6865 -4.5766
H 2.3704 32.5482 -5.1909
H 0.1519 30.4897 -6.7059
C 5.5728 35.1191 -1.5426
C 5.9452 34.5471 -2.8948
C 4.9630 33.3995 -3.2506
O 5.8060 35.5730 -3.7436
H 5.8451 34.3906 -0.7789
H 4.4951 35.2445 -1.4381
H 6.1231 36.0463 -1.3833
H 6.9789 34.2017 -2.9115
H 5.1811 32.9819 -4.2335
H 3.9688 33.8372 -3.3406
H 4.8801 32.5897 -2.5257
H 6.5335 36.1743 -3.5678
C 8.1555 30.5714 -4.9281
C 8.0453 32.0522 -5.3469
C 9.4686 32.6632 -5.5673
O 7.2163 32.2283 -6.4471
H 9.0702 30.0447 -5.1999
H 7.3245 29.9465 -5.2554
H 8.0108 30.6228 -3.8490
H 7.5127 32.6512 -4.6082
H 9.3338 33.7020 -5.8684
H 10.0477 32.0137 -6.2238
H 10.0265 32.7314 -4.6334
H 6.9140 33.1357 -6.5297
C 3.9050 32.6094 -7.8872
O 2.9624 31.6838 -8.4274
H 3.5816 33.6435 -8.0064
H 4.1249 32.3720 -6.8464
H 4.8584 32.4094 -8.3762
H 2.2875 31.4581 -7.7831
C 0.2792 31.2295 -9.8913
O 1.2696 31.3222 -10.9159
H 0.4589 30.3184 -9.3205
H 0.3496 32.1452 -9.3043
H -0.6460 31.2047 -10.4670
H 2.1170 31.3766 -10.4680
C 6.4720 29.4932 -8.6158
O 7.3737 30.5640 -8.7677
H 6.6462 28.7532 -9.3969
H 6.7703 29.0151 -7.6828
H 5.4346 29.8236 -8.5616
H 7.4468 31.0292 -7.9311
*
```

**SMILES**: CC(C)O.CC(C)O.CC(C)O.CC(C)O.CC(C)O.CC(C)O.CO.CO.CO
**HOMO energy**: -0.3335 hartree

Which structure is the least stable? The one labeled (Q).

(P)
Entry from OMol25: a 2-piece molecular cluster, C4H13N overall (ωB97M-V with the def2-TZVPD basis set).

```
! wB97M-V def2-TZVPD RIJCOSX def2/J DEFGRID3
* xyz 0 1
C -0.2523 1.5952 1.2196
C 1.1978 1.1886 1.4407
C 2.0150 0.7189 0.1736
H -0.3686 2.2434 0.3108
H -0.6554 2.0613 2.1103
H -0.8410 0.7942 0.7901
H 1.3206 0.4642 2.2489
H 1.7285 2.0709 1.8252
H 2.9305 0.3292 0.6088
H 1.3135 -0.0312 -0.2150
H 2.1276 1.6464 -0.3802
C -1.1557 -2.3309 -1.4220
N -2.0324 -1.1946 -1.8104
H -1.3075 -2.7272 -0.4209
H -0.1052 -2.0463 -1.5367
H -1.3372 -3.1261 -2.1479
H -1.6798 -0.3026 -1.4867
H -2.8985 -1.3535 -1.3083
*
```

**SMILES**: CCC.CN
**HOMO energy**: -0.3471 hartree

(Q)
Entry from OMol25: a 2-piece molecular cluster, C4H13N overall (ωB97M-V with the def2-TZVPD basis set).

```
! wB97M-V def2-TZVPD RIJCOSX def2/J DEFGRID3
* xyz 0 1
C -2.3259 -0.1705 0.3535
N -1.7454 0.3004 1.5846
C -2.6407 0.1848 2.6935
H -2.7906 0.6921 -0.1485
H -3.1418 -0.8974 0.4561
H -1.5385 -0.5668 -0.3074
H -0.8573 -0.1420 1.8252
H -2.3294 0.8338 3.5175
H -3.6168 0.7435 2.5674
H -2.9785 -0.8244 2.9647
C 3.7861 0.2295 -1.7995
C 2.7680 -0.4919 -2.6578
H 3.3250 0.9578 -1.0711
H 4.5643 -0.3642 -1.2478
H 4.4847 0.9041 -2.3177
H 1.9261 -0.8734 -2.0984
H 3.1781 -1.2742 -3.3298
H 2.5426 0.3452 -3.3997
*
```

**SMILES**: CNC.CC
**HOMO energy**: -0.3214 hartree

Which structure is the least stable? The one labeled (Q).

(P)
Entry from OMol25: C3H9N3O as an isolated structure (ωB97M-V with the def2-TZVPD basis set).

```
! wB97M-V def2-TZVPD RIJCOSX def2/J DEFGRID3
* xyz 0 1
C 1.5385 -1.0865 -0.7265
N -1.1413 -0.5345 0.6938
C -0.3162 0.3563 0.1593
C 1.0211 -0.1988 0.3942
N -2.4022 -0.7181 0.1076
N -0.6405 1.5710 -0.3594
O 2.0432 0.7391 0.7131
H 1.8090 1.4264 1.3477
H 0.1236 -1.0763 1.1009
H -2.5771 -0.0821 -0.6662
H -3.1312 -0.6425 0.8080
H 0.1514 2.1912 -0.4640
H -1.5166 1.9913 -0.0793
H 1.8461 -0.4857 -1.5928
H 2.4119 -1.6472 -0.3874
H 0.7805 -1.8037 -1.0488
*
```

**HOMO energy**: -0.2924 hartree

(Q)
Entry from OMol25: one molecule with the formula C3H9N3O (ωB97M-V with the def2-TZVPD basis set).

```
! wB97M-V def2-TZVPD RIJCOSX def2/J DEFGRID3
* xyz 0 1
N -0.0163 0.0248 2.8919
C 0.4862 0.6774 1.7068
N -0.0681 -0.0902 0.4713
C 0.4494 0.1551 -0.8543
O 1.5813 0.6677 -1.0218
C -0.5772 -0.0633 -2.0506
N -1.5871 -1.2174 -1.4963
H 0.0848 0.7027 3.6881
H 0.3772 -0.8379 3.2411
H 1.5876 0.6628 1.5982
H 0.1177 1.6458 1.7742
H -1.0519 -0.0392 0.7060
H -0.0777 -0.5397 -2.7814
H -0.9123 1.0225 -2.4706
H -2.0539 -1.5912 -2.3474
H -1.1721 -2.0029 -1.1135
*
```

**SMILES**: NCNC(=O)CN
**HOMO energy**: -0.3421 hartree

Which structure is the least stable? The one labeled (P).

(P)
Entry from OMol25: one molecule with the formula C3H9N3O (ωB97M-V with the def2-TZVPD basis set).

```
! wB97M-V def2-TZVPD RIJCOSX def2/J DEFGRID3
* xyz 0 1
C -0.8410 -0.9772 -1.5612
C -0.8575 -0.3706 -0.3771
N -2.3031 -0.4122 0.2986
N -0.0921 0.5270 0.2630
N -0.1227 0.5995 1.6639
C 1.4391 0.6124 -0.4326
O 2.3836 0.1296 0.4960
H -1.7428 -1.4564 -1.9239
H -0.0206 -0.8877 -2.2594
H -2.4377 -1.2645 0.8372
H -2.3045 0.3409 0.9938
H -0.0126 1.5745 1.9355
H 0.6807 0.0966 2.0497
H 1.5871 1.6853 -0.5617
H 1.5840 0.1391 -1.4038
H 3.0601 -0.3362 -0.0180
*
```

**SMILES**: C=C(N)N(N)CO
**HOMO energy**: -0.2898 hartree

(Q)
Entry from OMol25: one molecule with the formula C3H9N3O (ωB97M-V with the def2-TZVPD basis set).

```
! wB97M-V def2-TZVPD RIJCOSX def2/J DEFGRID3
* xyz 0 1
N 1.7263 1.6884 -1.2225
C 0.9437 0.4809 -1.3571
N 0.4489 0.1015 0.0411
C -0.5566 -0.9530 -0.0535
C -1.4365 -1.1170 1.0658
N -1.6687 0.0372 1.7461
O -2.0902 -2.1539 1.2376
H 1.2469 2.4535 -0.8105
H 2.7612 1.5282 -1.2582
H 1.6165 -0.3189 -1.7405
H 0.1138 0.5392 -1.9715
H 1.1149 -0.1070 0.8182
H -0.1092 -1.9050 -0.1094
H -1.2827 -0.6724 -0.7396
H -1.9475 -0.2337 2.7030
H -0.8807 0.6320 1.6510
*
```

**SMILES**: NCNCC(N)=O
**HOMO energy**: -0.3406 hartree

Which structure is the least stable? The one labeled (P).

(P)
Entry from OMol25: one molecule with the formula CH2NO2P (ωB97M-V with the def2-TZVPD basis set).

```
! wB97M-V def2-TZVPD RIJCOSX def2/J DEFGRID3
* xyz 0 1
C 0.8050 -0.7805 -0.3348
N 0.8897 0.6465 -0.1353
O 0.0861 -1.5247 0.3170
O -1.7026 -0.1654 0.1306
P -0.6385 0.8517 0.2405
H 1.4790 -1.0151 -1.0916
H -0.9187 1.9875 0.8736
*
```

**HOMO energy**: -0.3735 hartree

(Q)
Entry from OMol25: one molecule with the formula CH2NO2P (ωB97M-V with the def2-TZVPD basis set).

```
! wB97M-V def2-TZVPD RIJCOSX def2/J DEFGRID3
* xyz 0 1
C 0.4846 -1.0200 -0.6840
N 0.9557 0.0732 -0.7992
P -0.3393 1.2160 0.4888
O -1.2026 0.2262 1.0633
O -0.4871 2.6397 0.9225
H 1.0241 -1.8630 -1.0242
H -0.4355 -1.2721 0.0329
*
```

**SMILES**: C=NP(=O)=O
**HOMO energy (alpha / beta)**: -0.3940 / -0.3940 hartree

Which structure is the least stable? The one labeled (P).

(P)
Entry from OMol25: one molecule with the formula C4H8FN (ωB97M-V with the def2-TZVPD basis set).

```
! wB97M-V def2-TZVPD RIJCOSX def2/J DEFGRID3
* xyz 0 1
C -1.7710 0.9922 0.0682
C -0.9435 -0.3516 0.2851
F -1.3419 -1.6155 -0.1946
C 0.5116 -0.3295 -0.4320
C 1.6639 -0.6720 0.3500
N 1.4987 0.7423 -0.0986
H -1.7129 1.4874 -1.1042
H -1.1913 1.7385 0.8196
H -2.9685 0.8592 0.2181
H -0.4135 -0.7381 1.2660
H 0.6391 -1.0009 -1.4881
H 1.6819 -0.6572 1.5353
H 2.3815 -1.3782 -0.0954
H 1.9660 0.9235 -1.1293
*
```

**SMILES**: C[C@@H](F)[C@@H]1CN1
**HOMO energy**: -0.3706 hartree

(Q)
Entry from OMol25: one molecule with the formula C4H8FN (ωB97M-V with the def2-TZVPD basis set).

```
! wB97M-V def2-TZVPD RIJCOSX def2/J DEFGRID3
* xyz 0 1
C 1.9992 0.5282 -0.0865
N 0.4865 0.5220 -0.2791
C -0.0316 -0.8499 -0.3414
C -1.4684 -0.6128 -0.0917
C -2.0025 0.1950 0.8205
F -3.4216 0.1975 1.1189
H 2.2854 1.5926 0.5367
H 2.4121 -0.1908 0.6307
H 2.7634 0.6122 -1.1675
H 0.2725 1.1231 -1.0731
H 0.2013 -1.4942 0.4823
H 0.1004 -1.3982 -1.3212
H -2.2164 -1.0648 -0.8471
H -1.3802 0.8401 1.6185
*
```

**SMILES**: CNC/C=C/F
**HOMO energy**: -0.3318 hartree

Which structure is the least stable? The one labeled (P).